DFT (ωB97M-V/def2-TZVPD) results for C7H7F3O2 in the gas phase.

Properties
energy relative to the best compared isomer or geometry (same formula, charge and spin): 75.8 kcal/mol
orbital gap: 7.00 eV

Last column: Löwdin charge in e.
Geometry (Å):
1 C 0.39 -0.08 -1.32  0.01
2 H -1.08 -1.30 1.33  0.11
3 F -0.86 1.97 0.49  0.18
4 O 1.09 -1.07 0.66  0.01
5 H -0.21 0.64 -1.69  0.06
6 O 0.10 -0.70 2.84  0.04
7 C 0.12 -0.27 0.13  -0.61
8 C 2.02 2.10 2.17  0.28
9 H 0.48 -1.05 -1.86  0.13
10 H 1.44 0.28 -1.46  0.12
11 F 2.35 -0.66 2.46  0.00
12 F 1.14 -2.55 2.31  0.11
13 H 2.88 2.20 2.86  0.11
14 C -1.25 -0.79 0.33  0.01
15 H -1.54 -1.47 -0.50  0.11
16 C 0.13 1.12 0.76  -0.05
17 C 1.18 1.66 1.44  0.02
18 C 1.04 -1.22 2.22  -0.74
19 H -2.10 -0.12 0.46  0.10